A structure of composition C52H48BrCaGeNSSb in a non-equilibrium geometry, computed with ωB97M-V/def2-TZVPD.

* 2S+1: 2
* HOMO (alpha / beta): -6.586 / -6.743 eV
* energy above the lowest of the compared OMol25 structures with the same formula, charge and spin: 252.8 kJ/mol
* <S²>: 0.753
* E_tot: -8031.98935 Ha

Each line ends with the Löwdin charge.
Atoms and positions in Å:
Ca -0.470 -0.094 0.487  0.724
C 0.131 0.206 6.264  -0.035
C 0.878 0.220 4.961  -0.249
C 2.231 0.514 4.862  -0.018
C 2.872 0.536 3.642  -0.080
C 2.110 0.260 2.517  -0.740
Br 2.916 0.275 0.812  0.830
N 0.820 -0.018 2.573  -0.070
C 0.223 -0.042 3.768  -0.097
H 0.814 0.296 7.108  0.080
H -0.431 -0.719 6.386  0.085
H -0.578 1.033 6.321  0.087
H 2.800 0.737 5.757  0.126
H 3.920 0.774 3.545  0.111
H -0.839 -0.269 3.773  0.131
C 2.575 4.329 3.738  -0.106
C 2.957 4.600 2.431  -0.093
C 2.173 4.176 1.362  -0.107
C 0.988 3.462 1.558  -0.342
C 0.631 3.199 2.887  -0.171
C 1.398 3.628 3.964  -0.114
Ge -0.149 2.700 0.080  0.883
C 0.661 3.532 -1.546  -0.336
C 1.896 3.048 -1.994  -0.169
C 2.523 3.549 -3.128  -0.106
C 1.915 4.559 -3.864  -0.114
C 0.691 5.057 -3.442  -0.099
C 0.077 4.553 -2.298  -0.103
C -1.829 3.800 0.285  -0.325
C -2.836 3.655 -0.677  -0.155
C -4.025 4.369 -0.620  -0.107
C -4.261 5.244 0.432  -0.107
C -3.285 5.401 1.404  -0.097
C -2.087 4.695 1.324  -0.106
H 3.183 4.666 4.568  0.095
H 3.868 5.152 2.239  0.097
H 2.501 4.415 0.356  0.090
H -0.288 2.652 3.100  0.093
H 1.075 3.417 4.977  0.097
H 2.389 2.253 -1.443  0.057
H 3.483 3.155 -3.436  0.098
H 2.395 4.957 -4.748  0.095
H 0.211 5.851 -4.001  0.098
H -0.871 4.977 -1.992  0.090
H -2.675 2.983 -1.514  0.070
H -4.767 4.249 -1.402  0.093
H -5.187 5.801 0.488  0.094
H -3.449 6.087 2.225  0.096
H -1.340 4.873 2.089  0.085
S -3.207 -0.336 0.746  -0.024
Sb -3.160 -0.774 -1.504  1.250
C -1.951 0.339 -2.766  -0.364
C -0.578 0.102 -2.823  -0.151
C 0.207 0.834 -3.703  -0.064
C -0.378 1.786 -4.525  -0.067
C -1.745 2.010 -4.476  -0.063
C -2.543 1.288 -3.598  -0.121
C -5.134 -0.409 -2.097  -0.358
C -5.692 0.814 -1.724  -0.137
C -7.005 1.107 -2.056  -0.075
C -7.767 0.175 -2.749  -0.081
C -7.216 -1.045 -3.110  -0.079
C -5.896 -1.344 -2.790  -0.102
C -2.962 -2.770 -2.068  -0.371
C -2.273 -3.136 -3.217  -0.104
C -2.254 -4.469 -3.609  -0.070
C -2.923 -5.426 -2.863  -0.083
C -3.607 -5.059 -1.711  -0.080
C -3.626 -3.732 -1.309  -0.134
H -0.122 -0.655 -2.196  0.027
H 1.276 0.670 -3.739  0.112
H 0.240 2.368 -5.195  0.108
H -2.196 2.759 -5.113  0.110
H -3.610 1.469 -3.563  0.095
H -5.114 1.527 -1.146  0.081
H -7.434 2.056 -1.763  0.106
H -8.794 0.400 -3.001  0.104
H -7.812 -1.772 -3.646  0.104
H -5.478 -2.295 -3.090  0.096
H -1.749 -2.396 -3.810  0.101
H -1.707 -4.760 -4.496  0.108
H -2.896 -6.463 -3.166  0.106
H -4.116 -5.808 -1.119  0.108
H -4.152 -3.454 -0.402  0.101
C -0.693 -3.573 1.372  -0.085
C 0.310 -3.497 0.222  -0.611
C 1.722 -3.424 0.838  -0.060
C 0.079 -2.198 -0.550  -0.153
C 0.263 -4.756 -0.664  -0.172
C -0.485 -5.888 -0.352  -0.045
C -0.408 -7.049 -1.118  -0.099
C 0.419 -7.104 -2.226  -0.106
C 1.163 -5.978 -2.563  -0.088
C 1.082 -4.830 -1.796  -0.051
H -0.621 -2.663 1.981  0.056
H -0.501 -4.409 2.047  0.083
H -1.725 -3.636 1.019  0.071
H 1.765 -2.638 1.603  0.055
H 2.476 -3.192 0.082  0.075
H 1.992 -4.374 1.305  0.090
H 0.491 -2.370 -1.559  -0.010
H -1.139 -5.885 0.506  0.099
H -0.999 -7.912 -0.842  0.100
H 0.486 -8.004 -2.821  0.096
H 1.818 -6.000 -3.426  0.099
H 1.681 -3.968 -2.065  0.105